No. 1
# C35H44N3O2PdSSe

A molecular structure, C35H44N3O2PdSSe in a non-equilibrium geometry (the ωB97M-V functional and the def2-TZVPD basis, the OMol25 dataset).

XYZ file:
```
87
Properties=species:S:1:pos:R:3:forces:R:3:mulliken_spin:R:1
Pd 1.9293 -1.3813 -1.4200 -0.940 0.212 0.279 1.377
Se 4.9141 -2.1054 -3.6630 -0.592 -0.225 -0.232 0.003
S 0.9026 -3.6952 -3.8249 -0.188 0.107 0.647 -0.031
O 1.4907 0.7619 -2.0460 0.180 0.439 -0.429 0.320
O 1.8072 -2.1522 0.6432 0.304 -0.581 0.052 0.389
N 3.9837 -1.3850 -2.3181 -0.163 0.224 0.887 0.069
N 6.4350 -1.6796 -2.9743 0.706 0.163 0.202 0.006
N -0.0215 -0.7154 -0.5420 0.730 -0.733 0.164 0.658
C 4.5478 -0.1690 -0.2552 0.131 0.098 0.213 0.031
C -2.1685 0.0820 4.9185 -0.004 -0.011 -0.121 0.027
C -4.2569 1.5320 -4.1073 0.034 -0.060 0.108 0.033
C -0.2726 -1.0864 0.7220 0.116 0.096 -0.318 0.087
C -1.3547 -0.6520 1.4802 -0.048 0.141 -0.283 0.248
C -4.0249 1.5116 -2.5835 -0.196 0.100 0.000 0.043
C 0.2580 3.4812 -4.8109 -0.017 0.011 0.095 0.027
C 1.0710 -2.9439 -2.5248 0.582 -0.017 -0.704 0.208
C -4.8415 0.3668 -1.9804 0.095 0.075 -0.037 0.020
C -2.0171 0.3372 -1.5062 0.309 -0.536 0.335 0.154
C 2.7665 -3.7807 2.7532 -0.139 0.135 -0.153 -0.004
C 6.2476 -1.0416 -1.8307 -0.441 -0.129 -0.189 0.001
C 5.5752 0.2645 0.5261 -0.365 -0.006 -0.048 0.008
C 4.8624 -0.8610 -1.4531 0.117 -0.186 -0.492 0.002
C 2.0594 3.3567 -3.1063 -0.109 -0.188 0.130 -0.006
C -0.5776 -1.9278 3.3533 -0.714 0.424 0.074 0.154
C -4.5138 2.8427 -1.9753 0.068 -0.118 -0.011 0.036
C -3.6271 0.3358 2.9091 0.124 -0.077 -0.026 0.020
C -2.7075 -0.6295 3.6617 -0.165 0.051 0.170 0.033
C -3.5215 -1.8705 4.0764 0.066 0.073 -0.073 0.024
C 1.5146 -3.2729 3.4746 0.065 -0.008 0.045 0.089
C 1.9739 -2.4929 4.7262 -0.071 0.096 0.010 0.053
C 6.9390 0.0666 0.1638 0.347 -0.116 -0.226 0.001
C -0.2773 2.2481 -2.7238 0.367 0.168 0.013 0.041
C 0.5758 -2.3660 2.6888 0.623 -0.263 -0.314 -0.108
C 0.5405 3.4143 -3.2959 -0.065 -0.051 -0.159 0.037
C 0.7694 -1.9158 1.3256 -0.176 0.137 -0.024 0.381
C -1.5310 -1.0781 2.8177 0.268 -0.434 0.503 0.066
C 7.2861 -0.5613 -0.9890 0.143 0.177 0.305 -0.001
C -1.6516 2.3095 -2.8440 -0.153 -0.167 0.048 0.072
C 0.7005 -4.5040 3.9270 -0.113 0.048 -0.056 0.047
C 0.0376 4.6972 -2.6108 -0.073 -0.030 0.032 0.027
C 0.2728 1.0900 -2.0487 -0.306 -0.260 0.340 0.288
C -2.5434 1.3705 -2.3111 0.125 0.388 -0.330 0.006
C -0.6656 0.2222 -1.3096 -0.347 0.776 -0.468 0.026
H -5.8929 0.5153 -2.2211 -0.012 -0.021 0.012 -0.001
H -3.7574 2.3708 -4.5901 0.011 0.011 -0.003 -0.002
H -4.3888 -1.5550 4.6557 -0.002 -0.011 0.012 0.001
H -3.0861 1.2260 2.5792 -0.061 0.029 -0.018 -0.002
H -4.4254 0.6662 3.5711 -0.008 -0.014 0.012 -0.001
H -0.7881 3.7029 -5.0233 0.026 0.003 -0.041 0.000
H 2.5101 -1.5833 4.4502 0.013 -0.017 0.006 -0.008
H 2.5089 2.5357 -3.6584 0.040 -0.078 0.007 0.000
H 5.3644 0.7876 1.4499 -0.043 0.024 -0.030 0.001
H -1.0289 4.8584 -2.7705 0.042 0.060 0.008 0.003
H -4.7542 0.3411 -0.8918 -0.034 -0.036 0.005 -0.006
H 0.5158 2.5365 -5.2922 0.021 0.025 -0.040 -0.004
H 1.1392 -2.2186 5.3719 0.057 0.005 0.019 0.000
H 0.3336 -5.0657 3.0665 0.014 -0.033 0.023 -0.007
H -2.6744 -0.4090 -1.0773 -0.011 0.068 -0.006 0.004
H 3.3052 -4.4496 3.4250 -0.060 0.029 0.031 -0.001
H -5.3254 1.6245 -4.3014 0.000 -0.008 -0.022 0.002
H -2.0654 3.1414 -3.3960 -0.042 -0.045 0.014 0.015
H 2.5146 -4.3434 1.8568 0.027 -0.002 -0.073 0.004
H 0.5721 5.5593 -3.0091 0.002 -0.007 -0.014 0.001
H -2.9356 -2.5519 4.6932 -0.012 -0.014 0.003 -0.001
H 0.8677 4.2696 -5.2522 -0.026 0.007 -0.023 0.002
H 7.7113 0.4439 0.8199 -0.013 -0.011 0.020 0.000
H -1.5683 -0.5832 5.5387 0.008 0.001 0.010 -0.001
H -3.0043 0.4349 5.5222 -0.003 -0.002 0.001 0.001
H -3.9021 0.6074 -4.5659 -0.023 0.012 -0.030 -0.002
H -1.5568 0.9428 4.6420 -0.009 0.013 0.048 -0.001
H 8.3173 -0.7065 -1.2786 -0.016 -0.002 -0.026 0.000
H 3.5168 0.0351 0.0141 0.003 0.003 0.084 -0.038
H -0.1521 -4.2310 4.5490 0.028 -0.087 0.010 -0.001
H -2.0591 0.0343 1.0314 0.037 0.032 0.074 0.068
H 0.2170 4.6502 -1.5349 0.008 0.050 -0.005 -0.005
H 1.3484 -5.1550 4.5124 0.001 -0.003 0.006 0.004
H -5.5843 2.9457 -2.1526 -0.003 0.013 0.006 0.002
H -3.8744 -2.4143 3.1984 -0.028 -0.021 0.027 0.001
H 2.4858 4.2882 -3.4805 -0.047 -0.019 -0.011 0.000
H -4.0953 -0.1481 2.0483 -0.005 0.049 -0.028 -0.007
H -0.7228 -2.2646 4.3699 0.009 0.043 -0.040 0.017
H -4.0146 3.7011 -2.4238 -0.004 0.017 0.010 -0.002
H 3.4382 -2.9691 2.4839 0.022 0.037 -0.076 0.000
H 2.6487 -3.1241 5.3036 -0.003 -0.015 -0.005 0.004
H -4.5403 -0.5992 -2.3914 -0.033 -0.024 0.036 -0.001
H 2.3347 3.2654 -2.0568 0.036 -0.035 0.044 0.002
H -4.3392 2.8641 -0.8979 -0.025 0.034 0.001 -0.002
```
Forces are in eV/Å.

* ΔE to the lowest compared entry with this formula, charge and spin: 137.4 kJ/mol
* E_HOMO (alpha / beta): -13.144 / -13.933 eV
* E: -125216.5255 eV
* Kohn-Sham gap (alpha / beta): 6.7480 / 5.2499 eV
* spin multiplicity: 6
* LUMO (alpha / beta): -6.396 / -8.683 eV
* net charge: +2

---

No. 2
# C35H44N3O4

2 unconnected molecules or ions with the total composition C35H44N3O4 in a non-equilibrium geometry (the ωB97M-V functional and the def2-TZVPD basis, the OMol25 dataset).

XYZ file:
```
86
Properties=species:S:1:pos:R:3:forces:R:3:lowdin_charge:R:1
O 3.1833 1.7309 5.4738 -0.719 0.628 -0.152 -0.076
O 3.8979 -2.2755 3.4278 -0.144 -0.135 -0.818 -0.065
O 4.9487 0.0828 4.2741 -0.084 -0.133 0.130 -0.076
O 0.4494 -2.8902 5.1952 -1.796 1.051 0.003 0.095
N -2.6653 -1.3693 4.5349 -1.446 1.518 -0.968 0.052
N -1.8045 -3.2234 5.4999 0.307 0.168 -0.375 -0.047
N -3.4028 3.5983 0.2862 -0.595 0.250 -0.857 -0.028
C 2.3004 2.7207 6.0645 0.287 -0.457 -0.435 -0.039
C -7.6662 -0.7238 3.1656 0.202 0.454 0.582 -0.025
C -1.6451 -4.5703 6.0111 -0.265 -0.351 0.081 0.000
C 1.0375 4.4222 2.5542 -0.463 -0.186 0.054 -0.095
C 5.3407 -0.4545 5.5612 -0.385 0.166 -0.491 -0.031
C 3.6222 -0.0060 3.9517 -0.491 -0.507 1.024 -0.147
C 3.1257 -1.1618 3.3014 0.285 0.481 0.790 -0.183
C 1.3153 0.7024 4.2568 -0.265 0.241 0.651 0.009
C -4.7691 -0.6704 3.5218 -1.381 0.550 -0.714 -0.056
C 0.8832 -0.3557 3.4562 0.377 0.585 -0.549 -0.233
C -3.5125 -3.5564 3.7677 0.207 -0.058 -0.123 0.015
C -8.6458 1.8890 3.4681 -0.419 -0.303 -0.137 -0.051
C -2.6155 3.7511 -1.9531 -0.494 0.144 -0.143 -0.159
C 1.8165 -1.1548 2.8074 -0.350 -0.799 0.477 0.014
C -2.5723 4.8176 0.2596 -0.194 0.151 0.666 -0.299
C -5.4297 0.2733 2.7299 0.541 -0.534 1.193 0.057
C -0.3152 3.8877 0.6272 0.335 -0.076 0.384 -0.047
C 0.8708 3.7371 1.3415 -0.009 0.234 -0.070 -0.069
C -7.4804 1.6645 2.7466 0.957 -0.306 0.233 -0.007
C -1.2421 5.2603 2.3963 0.144 -0.215 -0.179 -0.040
C 2.6761 0.8776 4.5368 0.337 -0.453 -0.427 -0.185
C -8.8698 -0.5170 3.8287 -0.003 0.133 -0.273 -0.053
C -0.7125 -2.4870 5.1359 1.234 -0.893 0.145 -0.350
C -1.3593 4.6642 1.1368 0.391 0.031 -0.046 -0.203
C -3.0919 2.7559 -0.8647 0.704 -0.110 -0.083 -0.234
C -4.1028 -2.7253 6.1510 0.117 0.209 -0.036 0.021
C -9.3033 0.8006 4.0728 0.360 0.195 0.074 -0.041
C -0.5852 -0.6801 3.3311 -0.173 0.094 -0.630 -0.079
C -0.0418 5.1356 3.1071 0.402 -0.107 -0.148 -0.086
C -6.8574 0.3953 2.8221 -1.311 -0.682 -0.812 -0.226
C -1.2253 -1.1272 4.6515 0.771 0.297 0.699 -0.141
C -3.0794 -2.7250 4.9863 -0.041 -0.621 0.220 -0.439
C -2.1953 5.0549 -1.2224 -0.365 -0.321 -0.077 -0.125
C 3.2618 -3.5799 3.3352 -0.031 0.567 -0.248 -0.031
C -3.4441 -0.4833 3.8909 1.776 -1.266 0.810 0.006
H -2.2932 -4.7363 6.8776 0.093 0.128 -0.076 0.096
H -4.3728 -3.1270 3.2441 0.193 -0.212 0.189 0.074
H 2.9097 3.2359 6.8141 -0.196 -0.154 -0.232 0.098
H -3.7608 -4.5803 4.0749 0.049 0.303 -0.080 0.095
H 3.9912 -4.2715 3.7648 -0.156 0.135 -0.182 0.095
H -0.6041 -4.6880 6.3199 -0.203 0.021 -0.141 0.103
H 6.4205 -0.3129 5.6133 -0.163 -0.067 0.069 0.095
H -1.9006 -5.3358 5.2641 0.218 0.232 0.083 0.100
H -7.2952 -1.7262 2.9402 -0.159 0.233 0.304 0.122
H -2.0857 5.8379 2.7910 0.388 -0.154 -0.086 0.112
H 2.3154 -3.6241 3.9074 0.495 0.242 -0.248 0.076
H -4.7793 -1.8645 6.1229 0.094 -0.188 -0.075 0.082
H -2.7806 5.8853 -1.6291 0.197 -0.079 0.141 0.109
H -4.8490 1.0310 2.1960 -0.161 -0.004 0.326 0.128
H 2.0041 4.3831 3.0618 -0.370 -0.027 -0.061 0.098
H -6.9410 2.4368 2.1928 -0.239 0.110 0.502 0.126
H 1.6705 3.1228 0.9155 -0.182 0.317 0.273 0.111
H -3.4969 3.1365 1.1836 0.406 0.184 -0.238 0.094
H -0.7308 -1.5083 2.6104 0.069 0.467 0.149 0.138
H 0.0778 5.6144 4.0859 -0.072 -0.111 -0.443 0.103
H -1.0566 -0.3701 5.4442 0.114 -0.392 -0.334 0.178
H 4.8351 0.1010 6.3564 0.142 -0.114 -0.024 0.085
H -9.0490 2.9034 3.5426 0.107 -0.459 0.001 0.120
H -3.5281 -2.6758 7.0862 -0.329 0.064 -0.211 0.098
H -1.8325 3.3450 -2.6149 -0.339 0.089 0.356 0.112
H 1.4862 -1.8870 2.0701 0.069 -0.222 0.557 0.125
H -3.4892 4.0119 -2.5709 0.386 -0.290 0.008 0.106
H -2.6656 -3.5916 3.0651 -0.304 -0.069 0.129 0.108
H -9.4716 -1.3691 4.1629 0.265 0.396 -0.128 0.118
H -0.4296 3.4337 -0.3611 0.162 0.055 0.399 0.110
H -1.1306 0.2042 2.9685 0.127 -0.227 -0.033 0.112
H 1.9590 3.4348 5.2967 0.094 -0.253 0.263 0.078
H -1.1318 5.2972 -1.3580 -0.418 -0.082 0.190 0.112
H -5.3346 -1.5028 3.9584 0.164 0.613 -0.153 0.102
H -3.9555 2.1945 -1.2252 -0.147 0.062 0.149 0.098
H -2.3108 2.0072 -0.6425 0.001 0.161 -0.072 0.096
H 1.4236 2.2547 6.5475 0.391 0.093 -0.140 0.090
H -3.1842 5.6440 0.6398 0.128 -0.014 -0.045 0.133
H -4.7070 -3.6461 6.1574 0.274 0.339 -0.083 0.100
H 0.5877 1.3735 4.7242 0.201 -0.314 -0.111 0.109
H -10.1348 0.9791 4.7630 0.156 -0.073 -0.537 0.119
H 3.0746 -3.8279 2.2788 0.075 -0.041 0.356 0.093
H 5.0806 -1.5169 5.6017 0.123 0.140 0.081 0.088
H -2.9745 0.4886 3.7053 -0.052 -0.470 -0.216 0.153
```
Forces are in eV/Å.

* ΔE to the lowest compared entry with this formula, charge and spin: 99.7 kJ/mol
* E_HOMO: -9.902 eV
* E: -49660.1226 eV
* Kohn-Sham gap: 5.0078 eV
* spin multiplicity: 1
* LUMO: -4.894 eV
* net charge: +1

---

> Number 2 is which compound?

C35H44N3O4

---

> Among the records above, which one has the lowest spin multiplicity?

C35H44N3O4

---

> Look up the E of the first one.

-125216.5255 eV